{
  "formula": "C16H14BF5N6Sr",
  "method": "ωB97M-V with the def2-TZVPD basis set",
  "species": ["H", "N", "B", "N", "C", "Sr", "H", "C", "H", "C", "H", "C", "H", "H", "H", "N", "N", "N", "N", "C", "C", "H", "H", "C", "C", "C", "C", "H", "H", "H", "H", "H", "F", "C", "C", "C", "F", "C", "F", "C", "F", "C", "F"],
  "xyz": [[0.396305, 3.381961, 0.330280], [-0.135012, 1.795941, -1.007176], [-0.532912, 0.359991, -3.109802], [-0.120437, 1.719831, -2.392444], [0.217930, 2.922638, -2.913611], [-0.484269, -0.171583, 0.944587], [0.278214, 3.089179, -3.973940], [0.486667, 3.799144, -1.861900], [0.817205, 4.834582, -1.926012], [0.258194, 3.055437, -0.696107], [-0.467328, 0.456949, -4.303992], [-1.854786, -2.147813, 1.939262], [-1.862997, -2.298071, 3.037347], [-1.093178, -2.716223, 1.448218], [-2.854546, -2.313967, 1.478123], [-1.957704, -0.056081, -2.644019], [0.509419, -0.788476, -2.626963], [-2.272404, -0.201115, -1.253327], [0.567512, -1.005665, -1.271476], [-3.087615, -0.333485, -3.319152], [1.321333, -1.681727, -3.248234], [-3.089813, -0.282668, -4.388563], [1.433000, -1.709512, -4.346814], [-4.097408, -0.660434, -2.437310], [1.950369, -2.469614, -2.268879], [-3.491596, -0.548701, -1.170338], [1.460264, -2.011730, -1.058531], [-5.109722, -0.943255, -2.678626], [2.686172, -3.288016, -2.424589], [-3.970619, -0.718548, -0.231967], [1.714940, -2.341788, -0.030452], [-3.331312, -0.883852, 1.810986], [3.110948, 0.379714, 1.490128], [2.619932, 0.363023, 2.746299], [1.274574, 0.226503, 2.937222], [0.841196, 0.211666, 4.236282], [-0.497748, 0.106500, 4.526115], [1.736149, 0.362513, 5.328891], [1.243950, 0.408019, 6.579853], [3.095185, 0.476643, 5.140299], [3.945969, 0.582814, 6.194436], [3.516416, 0.464121, 3.822478], [4.829568, 0.575145, 3.593431]],
  "atomic_forces_ev_per_a": [[-0.16, -0.22, -0.16], [0.65, 1.06, -0.30], [0.68, -0.15, 0.75], [-0.44, -0.27, 1.02], [0.20, -0.13, 1.01], [0.78, 1.67, -1.85], [-0.03, -0.12, -0.10], [-0.02, 0.04, -0.32], [-0.16, -0.43, -0.05], [-0.27, -0.95, -0.98], [-0.11, 0.07, 0.06], [-4.05, -1.00, 1.64], [-0.06, 0.50, -0.80], [0.85, 0.53, -0.97], [1.05, -1.20, 0.45], [-0.74, -0.24, 2.51], [-0.29, -0.27, 1.24], [3.55, 0.86, -1.17], [1.03, -0.90, -0.10], [0.13, -0.04, 0.26], [0.07, 0.14, 0.10], [-0.05, 0.00, -0.29], [-0.17, 0.12, 0.92], [-0.11, -0.01, -0.39], [0.62, -0.66, -1.05], [-2.39, -0.59, -1.23], [-0.92, 0.94, 0.08], [0.08, 0.06, 0.03], [-0.77, 0.90, 0.05], [-0.15, -0.04, 0.52], [-0.22, 0.30, -0.84], [1.62, 0.19, 0.12], [0.34, 0.01, -0.16], [0.33, -0.05, 1.51], [-1.07, -0.25, -0.32], [1.57, 0.44, 0.85], [0.29, -0.05, -0.05], [-1.76, -0.18, 0.01], [0.08, -0.07, 0.07], [-0.27, -0.10, 0.00], [-0.64, -0.04, -1.03], [0.55, 0.13, -0.92], [0.37, 0.01, -0.13]],
  "mulliken_charge": [0.43, 0.24, -0.06, -0.18, -0.20, 1.81, 0.44, -0.93, 0.36, -0.43, -0.13, -1.60, 0.31, 0.75, 0.49, -0.12, -0.20, 0.20, 0.22, -0.20, -0.14, 0.46, 0.41, -1.10, -1.01, -0.16, -0.36, 0.38, 0.33, 0.29, 0.33, 0.12, -0.27, 0.55, -1.24, 0.47, -0.30, 0.32, -0.33, 0.27, -0.28, 0.36, -0.33],
  "energy_ha": -1501.40842
}